(1)
A cluster of 4 separate species, C3H18N2O3 in total at a distorted geometry, computed with ωB97M-V with the def2-TZVPD basis set.

The geometry in XYZ format:
```
26
Properties=species:S:1:pos:R:3:forces:R:3:nbo_charge:R:1
H -2.386 1.256 0.463 -0.479 0.528 -0.825 0.38
H -2.205 -0.848 -3.215 0.098 0.511 0.053 0.49
H 0.607 -3.186 -3.072 0.033 -0.438 0.107 0.48
H 2.334 0.941 -0.482 0.620 0.457 -0.013 0.42
H 1.125 1.870 0.077 -0.197 0.385 -0.028 0.25
H -3.253 -1.677 -2.602 -0.402 0.068 0.338 0.49
O -2.854 -0.804 -2.498 0.235 -0.628 -0.630 -0.97
C -1.249 -0.285 -0.093 -0.176 -1.521 0.675 -0.36
H 2.434 1.531 1.129 0.236 0.080 0.329 0.46
H -2.792 0.627 -1.107 -0.194 0.297 0.003 0.46
H -1.378 -1.347 0.137 -0.615 0.026 -0.394 0.21
O 3.045 2.204 2.788 0.708 0.085 0.214 -0.96
H 1.252 -0.938 0.062 -0.064 0.507 -0.670 0.24
H -0.566 1.219 1.293 0.615 0.790 -0.496 0.21
H 1.613 -0.460 1.637 -0.129 0.082 0.204 0.23
C 1.102 -0.104 0.743 0.327 0.159 1.836 -0.25
H -0.674 -0.212 2.015 0.077 -0.897 -0.242 0.23
O 0.993 -2.807 -2.281 0.072 0.905 0.278 -0.96
N 1.835 1.166 0.379 -0.586 -1.175 -1.390 -0.81
C -0.353 0.191 1.047 -0.634 0.089 0.212 -0.55
H -3.363 -0.033 0.312 -0.201 -0.723 0.078 0.42
H -0.848 -0.263 -1.097 0.369 0.489 0.100 0.22
N -2.574 0.426 -0.127 1.137 0.499 0.891 -0.78
H 1.078 -3.468 -1.592 -0.122 -0.450 -0.303 0.48
H 3.268 3.143 2.804 -0.407 0.263 -0.211 0.49
H 3.807 1.858 3.281 -0.322 -0.389 -0.117 0.49
```
Forces are in eV/Å.

The calculation puts the maximum force at 1.91 eV Å⁻¹. The HOMO energy (spin up / spin down) comes out at -6.08 / -14.67 eV. As for the total charge: +1. Its expectation value of S² is 0.7504. The multiplicity is 2. The calculation puts the lowest unoccupied orbital energy (spin up / spin down) at -2.57 / -2.60 eV. As for the frontier orbital gap (spin up / spin down): 3.51 / 12.08 eV.

***

(2)
A cluster of 7 separate species, C3H19NO8 in total at a distorted geometry, computed with ωB97M-V with the def2-TZVPD basis set.

The geometry in XYZ format:
```
31
Properties=species:S:1:pos:R:3:forces:R:3:nbo_charge:R:1
H 2.742 0.674 1.258 -0.439 0.130 0.330 0.48
H 0.058 -0.639 2.079 -0.533 -0.045 -1.155 0.48
H 0.322 -3.663 0.432 -0.006 -0.318 0.319 0.36
O 2.914 1.516 0.832 0.600 0.050 -0.611 -0.96
O -3.127 0.696 -2.052 -0.274 -0.559 0.483 -0.95
O 0.070 -0.058 -0.038 0.291 0.077 0.285 -0.72
H -0.212 1.976 1.652 0.169 0.113 -0.033 0.47
H 2.604 -2.849 -0.581 0.091 -0.218 0.033 0.19
H -1.411 2.553 2.340 -0.030 0.103 0.192 0.47
C 1.489 -1.319 -1.512 0.139 -0.864 -0.076 -0.55
H -3.315 -0.206 -2.346 0.087 0.263 -0.289 0.46
H 0.461 -0.102 3.396 0.279 -0.282 0.084 0.47
H 1.757 -1.833 0.535 -0.454 -0.253 0.171 0.20
O 0.290 0.553 -2.189 0.569 0.095 -0.161 -0.68
O -0.757 2.662 -0.791 -0.139 -0.167 -0.193 -0.96
H 2.430 -0.982 -1.916 0.609 0.655 0.530 0.26
N 0.596 -3.385 -0.495 -0.182 0.187 0.300 -0.83
H -3.285 0.613 -1.093 0.277 0.359 -0.264 0.48
H 1.144 -1.777 -2.447 -0.685 -0.039 0.265 0.25
H -0.248 -3.015 -0.909 -0.035 0.186 -0.136 0.35
C 0.595 -0.185 -1.129 -0.998 -0.021 -1.131 0.86
H -0.540 3.546 -0.500 0.102 0.325 0.112 0.49
H -0.205 1.379 -2.007 -0.113 -0.227 0.649 0.54
H -1.568 0.058 0.469 -0.249 0.045 -0.083 0.50
C 1.641 -2.372 -0.409 0.841 0.603 -0.848 -0.22
H -2.957 -0.570 0.777 0.060 -0.039 0.178 0.48
O -0.464 2.706 2.236 -0.127 -0.371 -0.190 -0.95
O -2.474 0.262 0.787 0.055 0.104 -0.025 -1.00
O 0.682 -0.807 2.768 0.399 0.371 1.053 -0.95
H -1.510 2.391 -0.255 -0.063 -0.029 -0.101 0.49
H 2.279 2.177 1.109 -0.241 -0.230 0.315 0.48
```
Forces are in eV/Å.

The calculation puts the maximum force at 1.51 eV Å⁻¹. The HOMO energy comes out at -9.66 eV. Its relative energy (zero: lowest compared OMol25 entry of this formula, charge and spin) is 51.1 kJ/mol. The calculation puts the lowest unoccupied orbital energy at 0.07 eV. As for the frontier orbital gap: 9.73 eV. The structure (SMILES) is NCCC(=O)O.O.O.O.O.O.O.

***

(3)
A cluster of 7 separate species, C3H20N2O7S2 in total at a distorted geometry, computed with ωB97M-V with the def2-TZVPD basis set.

The geometry in XYZ format:
```
34
Properties=species:S:1:pos:R:3:forces:R:3:nbo_charge:R:1
H -1.924 -0.516 -0.495 -0.324 0.324 0.414 0.39
O -0.698 -2.861 1.543 -1.437 -0.362 1.544 -0.99
H 0.730 2.404 -2.204 -0.390 0.715 -0.405 0.48
H -0.981 -0.667 1.861 0.166 -0.121 -1.350 0.26
H 2.515 -3.476 -1.880 -0.028 -0.187 -0.420 0.47
O 2.748 -0.861 -3.305 -0.080 -0.342 -0.386 -0.97
H 2.337 -0.014 -3.056 0.638 -0.142 -0.193 0.50
O 1.811 0.306 0.333 -0.756 0.624 -0.907 -0.70
H 3.697 -0.760 -3.190 -0.013 0.617 -0.240 0.47
H 0.967 -1.907 2.355 -0.491 0.086 -0.042 0.41
H -0.601 0.417 -0.939 -0.375 -0.233 0.186 0.38
O 3.165 -2.867 -1.529 0.451 0.309 0.244 -0.98
H 0.295 1.544 2.246 -1.126 0.141 -0.081 0.25
O 2.150 1.510 -2.212 0.185 0.207 -0.466 -0.99
H 2.738 2.222 -1.919 -0.151 -0.458 0.176 0.51
H -1.482 -3.394 1.329 0.657 0.177 -0.028 0.48
H -0.078 -2.956 0.835 0.221 -0.528 -1.155 0.49
O 0.149 -3.238 -1.020 0.138 -0.365 -0.016 -0.96
C -0.563 1.368 1.553 -0.070 0.695 -1.589 -0.56
N 1.547 -1.341 1.762 -1.341 -0.316 0.702 -0.82
H 3.313 -2.192 -2.227 -0.833 -0.703 0.647 0.49
H -0.376 1.967 0.638 0.146 0.189 0.679 0.22
H 0.217 3.130 -3.444 -0.150 0.078 0.590 0.46
C -0.519 -0.070 1.041 1.143 0.076 1.603 -0.16
H -0.490 -2.540 -1.193 0.013 0.347 -0.024 0.49
H -3.270 2.016 -0.362 0.036 -0.024 1.294 0.14
S -2.165 1.949 2.212 0.843 0.537 0.461 0.12
O 0.125 3.133 -2.474 -0.050 -0.310 -0.378 -0.98
H 1.936 0.933 -1.470 0.325 0.044 1.161 0.52
S -3.600 1.445 0.875 -0.259 -0.368 -1.335 -0.16
H 0.982 -2.774 -0.885 0.279 0.257 -0.227 0.48
N -0.960 -0.307 -0.315 0.611 -0.240 -0.299 -0.87
C 1.015 -0.339 1.009 1.257 -1.314 0.295 0.70
H 2.399 -1.814 1.544 0.763 0.588 -0.455 0.41
```
Forces are in eV/Å.

The calculation puts the maximum force at 2.14 eV Å⁻¹. The HOMO energy comes out at -8.62 eV. The calculation puts the lowest unoccupied orbital energy at 0.30 eV. As for the frontier orbital gap: 8.92 eV. The structure (SMILES) is NC(=O)[C@H](N)CSS.O.O.O.O.O.O.

***

(4)
A cluster of 9 separate species, C3H20O10S in total at a distorted geometry, computed with ωB97M-V with the def2-TZVPD basis set.

The geometry in XYZ format:
```
34
Properties=species:S:1:pos:R:3:forces:R:3:nbo_charge:R:1
H 1.080 1.890 -2.073 0.166 0.005 0.177 0.46
O 0.291 1.365 -2.226 0.082 -0.249 0.661 -0.98
H -2.330 1.595 2.620 -0.902 0.019 0.225 0.45
O -0.180 4.082 0.318 0.309 2.363 -0.471 -1.00
H -1.091 2.126 2.876 -0.299 0.622 0.531 0.50
C 1.111 -0.338 0.796 -0.563 -1.544 -1.512 -0.53
H 0.252 0.729 -1.459 -0.443 0.756 -0.735 0.51
C 1.961 -0.541 2.009 0.087 1.719 0.870 -0.54
O 0.807 -0.463 -4.187 0.279 0.188 -0.768 -0.99
H 1.281 -0.860 2.853 0.903 -1.124 -0.681 0.17
H 2.522 -1.624 -1.177 -0.127 0.046 -0.204 0.48
H 2.229 0.428 2.468 -0.271 0.114 -0.622 0.20
H 0.709 0.457 -3.892 -0.211 -0.581 0.379 0.49
S 3.597 -1.177 1.506 0.175 -0.858 0.645 -0.73
H -3.005 2.087 0.596 -0.103 0.981 -0.254 0.47
H 0.745 -1.332 0.349 0.642 0.947 0.975 0.19
H -0.266 3.516 1.077 -0.130 -1.413 -0.318 0.51
H -3.078 0.736 0.254 -0.229 -0.165 -1.032 0.49
O 2.704 -2.570 -1.231 0.347 -0.091 0.115 -1.01
O -2.608 -2.900 1.192 1.986 1.126 1.025 -0.94
O -0.364 -2.917 -2.484 0.419 -0.591 -0.615 -0.99
O -3.554 1.557 0.006 0.438 -0.663 1.064 -0.96
H -0.778 -2.217 -1.985 0.175 0.310 0.628 0.48
H -1.759 -2.461 0.919 -1.015 -0.493 -0.869 0.49
C -0.173 0.500 0.874 2.108 0.010 -1.472 0.78
H 0.551 -3.057 -2.170 -0.466 0.480 0.204 0.51
O -0.981 0.133 -0.017 -1.395 0.270 0.539 -0.82
H 3.264 -2.612 -0.418 -0.477 -0.072 -0.076 0.50
H 0.187 -0.981 -3.667 0.003 -0.045 0.136 0.48
O -0.157 1.556 1.549 -0.593 -0.288 0.387 -0.83
H -0.259 3.677 -0.545 -0.206 -0.947 0.564 0.48
O -2.013 2.274 3.229 0.820 -0.580 -0.476 -0.99
H 1.738 0.012 -0.089 -0.562 0.261 1.194 0.20
H -2.433 -2.672 2.129 -0.947 -0.511 -0.210 0.46
```
Forces are in eV/Å.

The calculation puts the maximum force at 2.57 eV Å⁻¹. The HOMO energy comes out at -0.89 eV. As for the total charge: -2. The calculation puts the lowest unoccupied orbital energy at 5.22 eV. As for the frontier orbital gap: 6.11 eV.